# 1
Entry from the Open Molecules 2025 dataset: a molecular structure, C33H40N3O4Ti in a non-equilibrium geometry (wB97M-V/def2-TZVPD).

```
81
Properties=species:S:1:pos:R:3:forces:R:3
Ti 10.9981 11.0859 9.2842 -2.446 -2.025 -0.266
O 10.7670 13.1855 13.0271 -0.580 -0.721 -0.653
C 11.0115 12.7110 11.7875 0.576 0.688 0.401
O 10.2305 11.8973 11.2255 0.426 -0.506 -0.410
C 12.1561 13.2111 11.1121 -0.532 -0.861 -0.542
C 13.0398 14.2259 11.4838 0.974 0.723 -1.017
C 13.8269 14.7500 10.4436 -0.205 0.568 0.952
C 13.7924 14.1734 9.1348 0.278 -0.270 -0.385
C 13.0795 13.0429 8.8725 -1.050 -0.103 1.510
N 12.2277 12.6021 9.8796 0.439 -0.499 -1.432
C 12.9630 12.1907 7.5961 0.736 0.426 -1.116
O 13.5176 12.4793 6.5407 -0.891 -0.402 1.936
O 12.1920 11.1054 7.7754 0.282 1.485 0.124
H 9.9254 12.7504 13.2436 0.028 0.232 0.446
H 13.0753 14.5588 12.5297 -0.074 0.123 -0.701
H 14.4420 15.6760 10.5968 -0.557 -1.219 -0.025
H 14.3602 14.5695 8.3158 0.362 0.332 -0.089
C 8.9846 12.9455 5.1071 -0.566 -0.580 -0.088
C 9.4222 13.0329 6.5469 0.340 -0.069 0.746
C 10.3097 14.3077 6.7083 -0.504 -0.526 -0.552
C 8.2511 12.9774 7.5335 -0.571 0.050 0.127
C 7.2556 13.9950 7.5055 1.471 -0.409 -0.723
C 6.2045 14.0155 8.3746 -1.249 0.611 -0.047
C 6.0756 12.9784 9.2758 0.775 -1.226 0.577
C 6.9550 11.8696 9.3244 -0.479 0.883 -0.797
C 6.5590 10.7178 10.2720 1.716 0.457 -0.259
C 5.5663 9.7588 9.6449 -0.644 0.080 -0.455
C 6.0112 11.2129 11.6127 -0.451 0.097 0.001
C 8.0841 11.8724 8.4169 -1.169 0.205 0.295
N 9.0424 10.8268 8.4702 2.548 0.117 1.115
C 8.8339 9.4709 8.2543 0.024 0.273 0.519
C 9.7195 8.5850 8.8071 -0.192 -0.229 -0.796
N 10.9457 8.9876 9.2858 -0.163 1.278 0.881
C 11.8211 7.9011 9.7136 0.268 1.096 0.759
C 12.0280 7.6646 11.1036 0.457 -1.649 -0.626
C 12.6920 6.4501 11.4614 -0.347 1.468 -0.304
C 13.2659 5.6277 10.5027 -0.145 0.209 -0.017
C 13.2245 6.0212 9.1744 -0.135 0.539 0.120
C 12.5285 7.1586 8.7549 0.273 -0.194 -0.602
C 12.6372 7.4582 7.2387 -1.082 0.244 1.192
C 11.3003 7.7763 6.5544 0.712 -0.040 -0.478
C 13.6221 8.5377 6.8179 0.170 -0.335 0.093
C 11.3926 8.5180 12.1799 -0.615 0.582 -0.756
C 10.6667 7.6759 13.2065 0.089 -0.948 0.247
C 12.2774 9.6376 12.7970 -0.520 -0.211 0.203
H 9.8507 12.8200 4.4779 0.326 0.013 -0.336
H 8.4301 13.8073 4.7705 -0.206 0.431 -0.081
H 8.3461 12.0696 4.9808 -0.039 -0.007 -0.146
H 9.9759 12.0957 6.7020 0.267 0.459 0.171
H 9.6109 15.1444 6.5158 0.661 -0.078 -0.011
H 11.1247 14.2754 5.9347 -0.693 0.225 0.852
H 10.7164 14.4471 7.7166 0.051 -0.133 -0.176
H 7.3317 14.7735 6.7448 0.112 -0.137 0.199
H 5.4106 14.8050 8.2910 0.979 -0.783 0.248
H 5.3046 12.9865 10.0281 -0.367 0.133 -0.131
H 7.4941 10.1474 10.4279 -0.311 0.236 0.186
H 4.5439 10.1717 9.7706 0.428 -0.171 -0.409
H 5.5785 8.8260 10.2139 0.023 -0.128 -0.278
H 5.7775 9.5871 8.5641 -0.219 -0.055 0.853
H 4.9579 11.5272 11.4774 0.448 -0.105 0.210
H 6.5538 12.0570 12.0432 0.123 -0.056 -0.174
H 6.0129 10.4115 12.3534 -0.035 -0.075 -0.067
H 8.1002 9.0814 7.5459 -0.313 0.366 0.517
H 9.4985 7.5136 8.7255 0.333 0.425 -0.031
H 12.7259 6.2513 12.5241 0.222 -0.369 -0.064
H 13.7479 4.6886 10.7390 0.049 0.069 0.288
H 13.7668 5.4723 8.4176 -0.024 -0.237 0.029
H 13.0000 6.5310 6.8271 0.123 -0.429 -0.244
H 11.1223 8.8494 6.5675 -0.480 -0.043 0.517
H 10.4700 7.1552 6.8813 0.015 0.266 -0.004
H 11.4588 7.5954 5.5048 -0.018 -0.377 -0.648
H 13.4121 9.5279 7.2141 -0.237 -0.226 -0.206
H 13.5169 8.5102 5.7335 0.422 0.569 -0.134
H 14.6433 8.2921 7.0856 0.266 -0.189 0.004
H 10.5761 9.0081 11.6005 0.459 0.183 0.601
H 11.3311 7.1181 13.9010 -0.300 0.558 -0.239
H 10.1021 6.9028 12.6678 -0.043 0.172 0.204
H 9.9568 8.2809 13.7658 0.060 0.023 0.234
H 13.1157 9.2878 13.4266 -0.346 -0.216 -0.402
H 11.6298 10.2524 13.4810 0.625 -0.264 -0.838
H 12.7119 10.2221 11.9716 -0.142 0.206 0.401
```
Positions in Å, forces in eV/Å.

Output
Relative energy (zero: lowest compared OMol25 entry of this formula, charge and spin) (eV): 0.000
⟨S²⟩: 0.763
E (eV): -70647.0668
HOMO (spin up / spin down) (eV): -6.74 / -6.90
Multiplicity: 2
HOMO-LUMO gap (spin up / spin down) (eV): 6.11 / 5.83


# 2
Entry from the Open Molecules 2025 dataset: a molecular structure, C33H40N4P2SrTe in a non-equilibrium geometry (wB97M-V/def2-TZVPD).

```
81
Properties=species:S:1:pos:R:3:forces:R:3
Sr 0.1283 2.0585 -4.8575 -0.050 -0.118 0.955
C -2.0350 1.9135 -7.5065 -0.620 -0.128 0.131
C -2.1532 0.6347 -7.1217 -0.630 0.369 -0.413
C -1.3946 -0.4636 -7.7770 0.915 -0.854 -0.275
C 0.1051 -0.1374 -8.0663 -0.136 -0.774 -0.376
C 0.7980 0.6763 -7.0068 0.402 -1.758 0.484
C 0.9528 2.0239 -7.1672 0.157 2.093 0.396
C 0.2778 2.7877 -8.2583 -0.054 0.512 -0.698
C -1.1820 2.3640 -8.6463 0.634 0.669 -0.720
C 1.4063 1.1277 1.0449 0.171 0.638 1.047
H -2.7188 2.6708 -7.0986 0.277 -0.281 -0.056
H -2.9629 0.3219 -6.4452 0.492 0.363 -0.106
H -1.8539 -0.7748 -8.7369 -0.088 0.183 0.396
H -1.4196 -1.3556 -7.1366 -0.073 0.146 -0.071
H 0.6420 -1.0898 -8.2142 -0.238 0.138 0.252
H 0.1731 0.3176 -9.0683 0.178 0.066 0.597
H 1.4046 0.1218 -6.2660 -0.023 0.205 -0.558
H 1.6905 2.6260 -6.5684 0.001 -0.589 -0.848
H 0.8999 2.7255 -9.1679 -0.236 0.153 -0.085
H 0.2560 3.8569 -7.9943 0.051 -0.223 -0.060
H -1.6586 3.2431 -9.1138 0.158 -0.210 0.255
H -1.1400 1.6323 -9.4707 -0.186 0.133 0.572
H 0.6184 1.8930 1.2485 1.125 -0.657 -0.349
H 2.4235 1.4245 0.7159 -0.730 -0.216 0.351
H 1.2936 0.2061 1.6396 0.206 0.578 -0.455
P 1.6273 -0.4557 -1.4885 0.803 0.438 -1.356
P -1.6058 -0.9747 -1.3787 0.032 0.319 -1.400
N 2.5896 0.7359 -2.4517 0.134 0.745 0.338
N 2.8683 -1.6690 -1.2253 0.398 -0.578 -0.072
N -2.2089 0.4241 -2.4574 0.327 0.658 -0.499
N -3.0130 -1.9738 -1.3454 -0.386 -0.139 -0.057
C 0.7619 -1.0687 -3.0477 -0.240 -0.495 0.007
C -0.5647 -1.8066 -2.7276 -0.308 -0.216 -0.509
C 2.7274 2.0365 -1.9423 0.243 -0.992 -0.673
C 3.6196 2.7259 -2.7346 -0.474 -0.089 0.071
C 4.0002 1.8587 -3.8107 -0.158 -0.303 0.329
C 3.3843 0.6331 -3.6018 -0.274 0.398 0.643
C 3.8759 -1.5597 -0.2446 -0.457 -1.031 -0.372
C 4.5752 -2.7567 -0.1918 -0.733 0.675 -0.599
C 4.0107 -3.6319 -1.1851 -0.516 0.982 -0.013
C 2.9751 -2.9427 -1.7993 0.680 -0.043 0.753
C -2.6511 1.6535 -1.9600 0.174 -0.953 -0.285
C -2.8257 2.5366 -3.0088 -0.049 -0.067 0.145
C -2.5360 1.8392 -4.2098 0.025 -0.644 0.492
C -2.0708 0.5624 -3.8464 -1.538 -0.116 0.236
C -3.9675 -2.2500 -2.3267 -0.324 -0.719 0.609
C -4.9434 -3.0609 -1.7727 0.842 0.665 0.087
C -4.6022 -3.2681 -0.3916 0.878 0.506 -0.299
C -3.4196 -2.5948 -0.1512 -0.528 -0.141 -0.688
H 1.4585 -1.6988 -3.6432 -0.550 0.353 0.208
H 0.5343 -0.1779 -3.6857 0.274 -0.653 0.696
H -1.1663 -1.9319 -3.6542 0.477 -0.293 0.487
H -0.3157 -2.8091 -2.3228 -0.348 0.408 -0.161
H 2.1671 2.2652 -1.0497 0.197 0.295 -0.051
H 4.0040 3.7137 -2.5040 -0.193 -0.130 -0.300
H 4.6882 2.1172 -4.6107 -0.142 -0.236 0.209
H 3.5241 -0.3294 -4.0818 -0.090 0.278 -0.039
H 3.9524 -0.6631 0.3500 0.034 -0.030 -0.026
H 5.3985 -2.9878 0.4720 -0.139 0.126 -0.120
H 4.3473 -4.6362 -1.4098 -0.182 0.169 -0.006
H 2.2765 -3.2678 -2.5524 0.092 -0.023 0.005
H -2.8829 1.7461 -0.9001 0.362 0.113 -0.180
H -3.1518 3.5723 -2.9452 -0.051 -0.386 0.130
H -2.7733 2.1808 -5.2165 0.294 -0.138 0.475
H -1.9903 -0.3163 -4.5009 0.236 0.547 0.453
H -3.8702 -1.8511 -3.3229 0.001 0.002 0.012
H -5.8144 -3.4499 -2.2776 0.061 0.088 -0.031
H -5.1719 -3.8298 0.3336 0.112 0.042 -0.050
H -2.8158 -2.4378 0.7316 -0.219 -0.047 -0.012
Te -1.7211 0.3649 1.3180 -0.817 -0.074 0.184
C -1.1587 0.2233 3.3109 -0.267 0.300 0.474
C -1.3507 1.3227 4.1861 0.941 -1.008 0.082
C -0.6984 1.2990 5.4247 -0.256 -0.378 -0.133
C 0.0490 0.1671 5.8059 0.200 0.210 -0.243
C 0.2298 -0.9151 4.9231 -0.482 0.128 0.014
C -0.4319 -0.9303 3.6901 0.007 1.330 0.558
H -1.9570 2.1719 3.8644 0.307 -0.247 0.103
H -0.7762 2.1793 6.0727 0.017 -0.492 -0.022
H 0.5109 0.1410 6.7964 -0.002 0.055 -0.388
H 0.8965 -1.7445 5.1726 -0.335 0.195 0.193
H -0.3739 -1.7597 2.9854 0.206 0.198 0.228
```
Positions in Å, forces in eV/Å.

Output
Relative energy (zero: lowest compared OMol25 entry of this formula, charge and spin) (eV): 4.517
E (eV): -67528.5790
HOMO (spin up / spin down) (eV): -5.31 / -5.39
Multiplicity: 1
HOMO-LUMO gap (spin up / spin down) (eV): 4.20 / 4.40


# 3
Entry from the Open Molecules 2025 dataset: a molecular structure, C33H40NO5P2SV in a non-equilibrium geometry (wB97M-V/def2-TZVPD).

```
83
Properties=species:S:1:pos:R:3:forces:R:3
V -0.2994 -0.5027 1.7639 0.776 -0.475 0.047
O -0.1381 -0.6916 4.4690 0.178 0.287 0.589
N 0.2104 0.2036 3.4589 0.519 1.138 2.677
C 0.7354 1.2612 3.9732 -0.156 -0.394 0.318
C 1.1384 2.4762 3.2935 0.150 0.465 -0.541
C 1.6168 3.5115 4.1109 -0.067 -0.255 0.096
C 1.9317 4.7503 3.5953 0.063 0.149 -0.026
C 1.7750 5.0031 2.2381 0.013 -0.062 0.062
C 1.3329 3.9877 1.4097 0.005 -0.053 0.079
C 1.0259 2.7247 1.9135 0.012 -0.036 0.090
P 0.4308 1.4585 0.7480 0.359 1.521 -0.572
C 1.7764 1.3499 -0.4801 0.010 0.028 0.027
C 1.5149 0.7588 -1.7186 0.039 -0.056 0.132
C 2.5256 0.6152 -2.6560 -0.032 -0.077 -0.035
C 3.8077 1.0627 -2.3691 0.042 0.021 0.003
C 4.0776 1.6441 -1.1393 0.036 -0.008 0.010
C 3.0693 1.7856 -0.1970 -0.118 -0.015 -0.042
C -0.8850 2.3905 -0.1144 0.050 0.065 -0.020
C -2.1031 2.5152 0.5553 0.082 -0.045 -0.109
C -3.1456 3.2230 -0.0196 -0.005 -0.002 0.034
C -2.9774 3.8215 -1.2602 -0.039 0.004 -0.032
C -1.7635 3.7178 -1.9213 0.023 -0.006 -0.067
C -0.7159 3.0082 -1.3519 -0.010 -0.037 0.091
H -0.5868 -1.4267 4.0055 -0.017 -0.084 0.015
H 0.8258 1.2671 5.0566 0.026 -0.042 -0.019
H 1.7318 3.3335 5.1733 -0.040 -0.011 0.004
H 2.2946 5.5263 4.2555 -0.016 0.012 0.000
H 1.9963 5.9817 1.8346 0.018 -0.006 -0.016
H 1.2183 4.1702 0.3484 -0.007 0.036 -0.001
H 0.5108 0.4295 -1.9561 0.010 0.057 -0.094
H 2.3116 0.1586 -3.6143 -0.024 0.025 -0.008
H 4.5926 0.9692 -3.1076 0.009 -0.029 0.007
H 5.0777 1.9880 -0.9106 -0.002 0.017 -0.002
H 3.2871 2.2367 0.7619 0.052 0.026 -0.012
H -2.2386 2.0347 1.5127 -0.065 -0.001 0.059
H -4.0941 3.2978 0.4956 0.011 0.020 0.019
H -3.7934 4.3693 -1.7126 -0.005 0.002 0.000
H -1.6297 4.1852 -2.8881 0.004 0.020 0.007
H 0.2282 2.9352 -1.8750 -0.017 0.027 -0.027
C -3.7087 -1.7533 3.6508 0.398 0.050 -0.186
S -2.5680 -1.5708 2.2919 -2.277 -0.806 0.456
O -3.1740 -2.1599 1.1383 -0.058 0.008 -0.022
O -2.2741 -0.1209 2.2012 -0.410 0.129 -0.067
O -1.2894 -2.2417 2.6801 0.318 0.176 -0.020
H -4.7086 -1.6016 3.2542 0.005 0.011 -0.020
H -3.4790 -1.0121 4.4120 0.059 -0.041 0.034
H -3.5972 -2.7629 4.0386 -0.060 -0.023 -0.015
C -2.7997 -2.7863 -6.0251 -0.016 0.027 0.008
C -2.1679 -2.4161 -4.7192 0.120 -0.017 0.072
C -2.7578 -1.4908 -3.8693 0.008 0.050 0.000
C -2.2051 -1.1539 -2.6441 0.225 -0.159 0.061
C -2.8854 -0.1161 -1.8126 -0.009 -0.039 0.114
C -1.0067 -1.8055 -2.2374 -0.425 0.160 -0.246
C -0.3991 -1.6367 -0.9484 0.219 -0.133 0.288
O -0.8336 -1.0538 0.0595 -0.947 -0.858 -3.414
C -0.3648 -2.7097 -3.1278 0.035 0.048 0.177
C 0.9357 -3.3939 -2.7863 -0.081 -0.049 -0.022
C -0.9590 -2.9992 -4.3356 -0.064 -0.001 -0.126
H -3.6363 -2.1319 -6.2605 -0.016 -0.021 -0.013
H -3.1664 -3.8136 -5.9819 -0.011 0.003 -0.029
H -2.0738 -2.7302 -6.8366 -0.001 -0.020 -0.006
H -3.6809 -1.0104 -4.1705 0.008 0.020 -0.011
H -3.6963 0.3513 -2.3691 0.048 0.001 -0.023
H -2.1928 0.6563 -1.4773 -0.027 -0.019 -0.034
H -3.2992 -0.5787 -0.9224 -0.078 -0.028 0.268
H 0.5853 -2.1041 -0.8446 -0.089 0.023 -0.017
H 0.7927 -4.1201 -1.9836 0.068 0.001 0.007
H 1.7058 -2.6839 -2.4791 0.037 -0.029 -0.029
H 1.3047 -3.9337 -3.6554 0.023 0.000 0.005
H -0.4793 -3.7015 -5.0073 0.018 0.000 0.004
C 3.3362 -1.1772 1.2847 -0.175 -0.092 0.008
P 1.7115 -1.8328 1.8136 1.302 -0.725 0.087
C 1.6792 -3.4669 0.9705 -0.113 0.179 0.073
C 2.1107 -2.3986 3.5099 -0.037 0.064 -0.116
H 4.1169 -1.9166 1.4656 0.028 0.015 0.013
H 3.5568 -0.2692 1.8468 0.047 0.004 -0.015
H 3.3097 -0.9273 0.2241 0.028 0.010 -0.006
H 2.3329 -4.1584 1.5011 0.025 -0.023 -0.046
H 2.0270 -3.3764 -0.0578 -0.006 -0.045 0.007
H 0.6612 -3.8589 0.9816 0.021 -0.057 -0.033
H 3.0254 -2.9917 3.4861 -0.008 -0.016 -0.011
H 1.2924 -3.0168 3.8779 0.025 0.000 0.073
H 2.2459 -1.5547 4.1825 -0.025 -0.007 0.030
```
Positions in Å, forces in eV/Å.

Output
⟨S²⟩: 3.783
E (eV): -101694.5999
HOMO (spin up / spin down) (eV): -10.04 / -11.47
Total charge: +1
Multiplicity: 4
HOMO-LUMO gap (spin up / spin down) (eV): 7.14 / 8.33